C18H22N3OPd as an isolated structure at a distorted geometry. Source: the OMol25 dataset; level of theory: the ωB97M-V functional and the def2-TZVPD basis.

Geometry as XYZ:
```
45
C18H22N3OPd the ωB97M-V functional and the def2-TZVPD basis
C 5.06331 -1.60944 -1.18546
C 4.63000 -3.06626 -1.05021
H 5.12901 -1.31488 -2.23519
H 6.05108 -1.45883 -0.74270
H 4.36728 -0.93184 -0.68674
H 3.58806 -3.20821 -1.34240
H 5.24305 -3.71150 -1.68463
H 4.74406 -3.42027 -0.02308
C -0.67526 2.75277 -1.84134
C -1.45814 3.72116 -2.48374
C -2.79742 3.44001 -2.76908
C -3.33063 2.21270 -2.39168
H 0.36590 2.91559 -1.55617
H -1.00696 4.67337 -2.74546
H -3.42768 4.16477 -3.27634
H -4.36791 1.94173 -2.56057
N -1.18766 1.54867 -1.55530
C -2.49717 1.26445 -1.76793
C -2.96952 -0.04260 -1.30751
N -2.05093 -0.83028 -0.70260
C -2.35885 -2.02657 -0.20203
C -4.62030 -1.77505 -0.99273
C -3.64944 -2.54927 -0.34874
H -1.54372 -2.54948 0.29835
H -3.85610 -3.54212 0.03914
C -4.29261 -0.50552 -1.46170
H -5.00913 0.14247 -1.95894
H -5.62711 -2.15551 -1.13451
Pd -0.03237 0.00022 -0.59535
C 0.66987 -1.49669 0.40337
H 0.58395 -2.36402 -0.26634
H 0.05891 -1.61189 1.30654
H 1.71214 -1.24461 0.63128
O -0.61569 1.20519 1.24044
N 0.29818 1.22437 2.22828
C 1.61188 1.48423 1.94596
C 2.57869 1.22386 2.90820
C 2.18795 0.94571 4.22172
C 0.83210 0.78787 4.50675
C -0.10337 0.86431 3.48477
H 1.86440 1.75954 0.92328
H 3.62740 1.24026 2.61133
H 2.93775 0.79767 5.00305
H 0.47897 0.52737 5.50252
H -1.14597 0.57658 3.61348
```

Summary:
HOMO level (spin up / spin down)	2.79 / 2.88	eV
2S+1	2
charge	-2

One molecule with the formula C4H7N3. Source: the OMol25 dataset; level of theory: the ωB97M-V functional and the def2-TZVPD basis.

Geometry as XYZ:
```
14
C4H7N3 the ωB97M-V functional and the def2-TZVPD basis
C 2.23120 0.20321 0.27253
N 1.22378 0.13450 -0.77133
C -0.11859 0.04791 -0.42351
N -1.03515 0.69285 -1.13196
N -2.20870 0.32176 -0.57565
C -2.05572 -0.51805 0.46780
C -0.70440 -0.73289 0.60761
H 1.81125 -0.16136 1.21354
H 3.09158 -0.42816 0.02450
H 2.59157 1.22703 0.44688
H 1.35242 0.81532 -1.50761
H -3.06483 0.67966 -0.96347
H -2.90183 -0.90367 1.02029
H -0.21260 -1.37810 1.32037
```

Summary:
HOMO level	-7.96	eV
ΔE to the lowest compared entry with this formula, charge and spin	47.12	kJ/mol

One molecule with the formula C2H6OS at a distorted geometry. Source: the OMol25 dataset; level of theory: the ωB97M-V functional and the def2-TZVPD basis.

Geometry as XYZ:
```
10
C2H6OS the ωB97M-V functional and the def2-TZVPD basis
C 0.56584 -0.84070 0.25484
C -0.11348 0.16407 -0.67043
H 0.00974 1.29572 1.50236
H 0.15383 -1.95436 0.52444
H 1.66412 -1.05407 -0.24287
H 0.56895 0.96460 -1.22555
H -0.38992 -0.34228 -1.58577
H -2.11999 0.55100 -0.11097
O -1.10480 1.01090 -0.28432
S 0.76572 0.20511 1.83826
```

Summary:
HOMO level	-8.88	eV
ΔE to the lowest compared entry with this formula, charge and spin	167.67	kJ/mol

One molecule with the formula C4H4O2. Source: the OMol25 dataset; level of theory: the ωB97M-V functional and the def2-TZVPD basis.

Geometry as XYZ:
```
10
C4H4O2 the ωB97M-V functional and the def2-TZVPD basis
O -2.12246 -0.26007 1.03423
C -1.43278 0.46145 0.04261
C -0.34129 -0.29293 -0.57243
C 0.83245 -0.55768 -0.68362
C 2.22204 -0.25644 -0.37485
O 2.46772 0.64787 0.39143
H -1.62892 -1.06862 1.22077
H -0.87515 1.31036 0.47380
H -2.13913 0.85919 -0.68690
H 3.01753 -0.84313 -0.84504
```

Summary:
HOMO level	-10.29	eV
ΔE to the lowest compared entry with this formula, charge and spin	262.41	kJ/mol